Record 1
Molecular formula: C33H62BFN8O4S
Method: DFT, ωB97M-V with the def2-TZVPD basis set

Cartesian coordinates (Å):
C 0.0741 -1.4983 4.2546
C 1.3928 -1.2172 3.2657
C 0.7607 -1.1111 1.7350
N 1.8115 -0.8641 0.6608
B 2.2091 0.6053 0.7027
O 3.4450 0.9985 1.4659
O 1.4553 1.7251 0.0914
C 2.1544 2.2378 -1.1000
C 1.0577 3.1817 -1.9276
S 1.0346 -1.3106 -0.8383
O -0.3090 -0.5051 -0.9999
O 1.9647 -1.1660 -2.1006
F 0.6278 -3.0086 -0.7824
H 0.2756 -2.3442 5.0379
H -0.8018 -1.8794 3.5490
H -0.3224 -0.4924 4.7455
H 1.9746 -0.2441 3.5806
H 2.1768 -2.1038 3.3508
H 0.1616 -2.1290 1.5769
H -0.0656 -0.2655 1.7878
H 3.1974 1.6758 2.1759
H 2.4661 1.3853 -1.8631
H 3.1539 2.8221 -0.8527
H 1.3523 3.2554 -3.0610
H -0.0189 2.6914 -1.8922
H 1.0250 4.2077 -1.3621
C -4.6735 -3.8338 -1.5347
C -4.4164 -2.3538 -1.7866
C -3.0475 -1.8878 -1.2914
C -2.9249 -1.9715 0.1699
N -2.8263 -2.0435 1.3241
H -4.6898 -4.0615 -0.4643
H -5.6437 -4.1229 -1.9507
H -3.9036 -4.4520 -2.0072
H -5.2110 -1.7641 -1.3141
H -4.4797 -2.1688 -2.8659
H -2.8961 -0.8469 -1.6016
H -2.2566 -2.4785 -1.7669
C -8.8327 2.0844 -0.3177
C -7.4516 1.9426 0.3087
C -6.5262 1.0148 -0.4782
C -7.0010 -0.3751 -0.4813
N -7.3798 -1.4722 -0.4886
H -9.3672 1.1295 -0.3309
H -9.4352 2.7945 0.2574
H -8.7615 2.4540 -1.3456
H -7.5583 1.5854 1.3400
H -6.9897 2.9360 0.3606
H -5.5272 1.0480 -0.0270
H -6.4213 1.3759 -1.5073
C 0.4670 0.3139 -6.1231
C 1.5110 0.7722 -7.1331
C 2.5444 1.7287 -6.5385
C 1.9480 3.0041 -6.1200
N 1.4754 4.0095 -5.7839
H -0.1321 1.1532 -5.7566
H -0.2161 -0.4039 -6.5882
H 0.9391 -0.1739 -5.2644
H 1.0061 1.2423 -7.9855
H 2.0333 -0.1118 -7.5186
H 3.3155 1.9274 -7.2925
H 3.0472 1.2548 -5.6882
C 5.7542 -1.5903 0.3588
C 7.2364 -1.2622 0.4822
C 7.9398 -2.0592 1.5806
C 7.4426 -1.7209 2.9206
N 7.0452 -1.4578 3.9789
H 5.2072 -1.3235 1.2684
H 5.3129 -1.0293 -0.4710
H 5.6029 -2.6571 0.1658
H 7.3541 -0.1867 0.6602
H 7.7223 -1.4828 -0.4761
H 9.0149 -1.8471 1.5364
H 7.8209 -3.1330 1.3983
C 8.0868 -2.3241 -4.8441
C 9.4762 -1.7046 -4.9197
C 10.4111 -2.1863 -3.8104
C 9.9620 -1.7601 -2.4784
N 9.6037 -1.4284 -1.4255
H 7.5700 -2.0388 -3.9226
H 7.4769 -1.9829 -5.6865
H 8.1413 -3.4166 -4.8849
H 9.3861 -0.6122 -4.8913
H 9.9201 -1.9638 -5.8886
H 11.4136 -1.7813 -3.9939
H 10.4994 -3.2778 -3.8432
C 2.3224 2.7504 5.3281
C 1.2285 3.8084 5.2653
C -0.1071 3.3277 5.8323
C -0.6919 2.2405 5.0364
N -1.1508 1.3774 4.4107
H 2.0740 1.8797 4.7132
H 3.2655 3.1622 4.9554
H 2.4827 2.4118 6.3566
H 1.1030 4.1362 4.2265
H 1.5578 4.6833 5.8391
H -0.8069 4.1718 5.8494
H 0.0225 3.0024 6.8705
C -8.8096 -0.6419 3.9035
C -9.9451 0.0352 4.6599
C -10.9539 0.7240 3.7410
C -10.3625 1.8523 3.0099
N -9.8933 2.7401 2.4278
H -8.2071 0.0849 3.3497
H -8.1463 -1.1581 4.6045
H -9.1959 -1.3811 3.1946
H -9.5252 0.7572 5.3702
H -10.4714 -0.7249 5.2501
H -11.7893 1.0927 4.3483
H -11.3719 -0.0011 3.0339

Atomic forces in eV per Å
C -0.304 0.140 -0.774
C -0.175 -0.452 0.109
C -1.492 -0.465 2.892
N -1.550 -0.773 -1.285
B 1.391 3.478 0.334
O -3.701 -0.579 -0.079
O 2.508 -2.783 0.181
C -0.188 0.667 -2.336
C 0.242 -0.509 0.765
S -2.021 3.375 -5.680
O 5.099 -3.975 1.070
O -3.133 -1.017 5.732
F 1.073 3.470 0.596
H -0.224 1.780 -1.447
H 1.720 0.749 1.572
H 1.096 -2.571 -1.022
H -1.265 -1.836 -0.723
H -1.729 1.846 -0.380
H 1.546 2.219 -0.022
H 1.697 -1.610 -0.417
H 0.522 -1.098 -1.755
H -0.710 1.372 1.837
H -2.222 -1.050 -0.188
H -0.392 0.192 2.338
H 2.373 0.865 0.122
H -0.058 -1.819 -1.460
C -0.145 -0.063 0.026
C -0.331 -0.164 -0.039
C -0.177 0.240 -0.297
C 0.326 -0.087 1.167
N -0.123 0.080 -1.439
H 0.029 0.033 -0.108
H 0.133 0.012 0.092
H -0.044 0.030 0.050
H 0.356 -0.207 -0.177
H 0.115 0.092 0.151
H 0.167 -0.174 0.233
H -0.004 0.091 0.256
C -0.166 0.161 -0.080
C -0.394 0.268 0.125
C 0.291 0.149 0.209
C -0.505 -1.115 -0.092
N 0.348 1.467 0.097
H 0.061 0.052 -0.035
H 0.198 -0.224 -0.260
H 0.031 -0.094 0.019
H 0.113 0.050 -0.168
H 0.058 -0.228 0.016
H -0.097 -0.215 -0.109
H -0.083 -0.206 0.063
C -0.122 -0.033 0.041
C -0.340 -0.307 -0.081
C 0.170 -0.082 -0.321
C -0.398 1.121 0.502
N 0.587 -1.344 -0.460
H 0.093 -0.073 -0.005
H 0.079 0.090 0.106
H -0.075 0.048 -0.047
H 0.186 -0.001 0.098
H 0.040 0.224 0.023
H -0.089 0.154 0.198
H -0.128 0.180 0.003
C -0.138 0.091 0.164
C -0.446 0.039 -0.471
C 0.282 0.186 -0.215
C -0.411 0.104 1.221
N 0.492 -0.289 -1.384
H -0.008 -0.051 -0.097
H -0.004 -0.094 0.098
H -0.013 0.067 0.002
H 0.102 -0.167 0.024
H -0.127 0.099 0.566
H -0.154 -0.055 0.138
H -0.066 0.116 0.175
C -0.135 0.035 -0.006
C -0.335 0.065 -0.311
C 0.246 0.166 -0.227
C -0.311 0.197 1.202
N 0.868 -0.418 -1.612
H 0.063 -0.064 -0.072
H 0.053 -0.086 0.134
H -0.033 0.102 0.013
H 0.131 -0.159 0.038
H 0.073 0.067 0.217
H -0.125 -0.066 0.234
H -0.072 0.137 0.174
C 0.116 0.004 -0.078
C 0.417 0.064 -0.131
C -0.076 0.355 -0.016
C -0.577 -0.935 -0.521
N 0.518 1.501 0.718
H -0.033 0.017 0.112
H -0.085 -0.089 0.090
H 0.013 -0.017 -0.138
H -0.106 -0.003 0.179
H -0.192 -0.104 -0.080
H -0.040 -0.264 -0.027
H -0.074 -0.117 -0.178
C 0.110 -0.043 0.009
C 0.347 -0.248 0.186
C -0.204 -0.003 0.308
C 0.401 0.948 -0.759
N -0.671 -1.140 1.146
H -0.077 -0.082 0.020
H -0.067 0.060 -0.153
H 0.081 0.079 0.042
H -0.175 -0.043 -0.104
H -0.045 0.212 -0.092
H 0.102 0.098 -0.233
H 0.121 0.190 -0.045

Calculated values
SMILES string = CCCN(B(O)OCC)S(=O)(=O)F.CCCC#N.CCCC#N.CCCC#N.CCCC#N.CCCC#N.CCCC#N.CCCC#N
Calculated total energy = -69562.462 eV
Gap between HOMO and LUMO = 9.7 eV
Strongest force on any atom = 6.9 eV/A
2S+1 = 1

Record 2
Molecular formula: C33H62F5N10O7S3
Method: DFT, ωB97M-V with the def2-TZVPD basis set

Cartesian coordinates (Å):
C 1.3637 -2.2402 -0.4156
F 0.7277 -3.2973 -0.9532
F 1.5243 -2.5307 0.8718
F 2.6304 -2.1037 -0.8795
S 0.3581 -0.5673 -0.6624
O 0.1798 -0.3781 -2.1280
O -0.7921 -0.7231 0.1526
O 1.1945 0.5051 -0.0531
C -1.1213 1.5796 2.3460
C 0.2746 1.4966 2.9937
N 0.4966 0.4391 3.9741
C 1.1233 -0.8285 3.9215
C 1.0229 -1.4668 5.1703
N 0.1932 -0.6703 5.9320
C -0.0257 0.4980 5.3055
C -0.3587 -1.0205 7.1700
H -0.9604 2.3406 1.5824
H -1.7661 1.8776 3.1728
H -1.3907 0.6036 1.9422
H 0.4878 2.4093 3.5503
H 0.9978 1.3418 2.1930
H 1.5906 -1.2577 3.0475
H 1.2866 -2.4348 5.5701
H -0.5405 1.3957 5.6145
H -1.4400 -0.9578 7.0484
H 0.0196 -0.2671 7.8609
H -0.0095 -1.9814 7.5480
C -2.2494 0.1867 -5.1960
C -3.3270 1.2110 -5.5215
N -3.6834 1.3716 -6.9908
C -4.2888 0.3239 -7.7124
C -4.2701 0.6550 -9.0196
N -3.5692 1.8640 -9.1400
C -3.0855 2.2332 -7.9396
C -3.2170 2.4415 -10.4819
H -1.3396 0.4601 -5.7305
H -2.6149 -0.7221 -5.6742
H -1.9930 -0.0256 -4.1580
H -3.0401 2.1969 -5.1558
H -4.1636 0.8513 -4.9225
H -4.6825 -0.5913 -7.2956
H -4.5871 0.0350 -9.8450
H -2.3639 3.0014 -7.7040
H -4.1860 2.7395 -10.8823
H -2.7615 1.6383 -11.0611
H -2.4523 3.2132 -10.3941
C -3.6850 4.2412 -2.5541
C -2.9218 3.4437 -1.5017
N -1.5162 3.7415 -1.7301
C -0.9576 4.9814 -1.3857
C 0.3996 5.0351 -1.5797
N 0.7414 3.7605 -2.0385
C -0.4037 2.9826 -1.9852
C 2.1074 3.3296 -2.3196
H -3.2468 4.0509 -3.5338
H -3.7890 5.3135 -2.3883
H -4.7002 3.8444 -2.5652
H -3.1133 2.4068 -1.7779
H -3.2718 3.6821 -0.4974
H -1.5721 5.8635 -1.2825
H 1.1692 5.7793 -1.4370
H -0.4801 1.9729 -2.3606
H 2.3623 2.3148 -2.0142
H 2.7710 3.9596 -1.7273
H 2.3345 3.2702 -3.3841
C -2.3509 -3.1015 2.4520
C -3.6381 -2.2371 2.5423
N -4.1198 -2.0474 3.8902
C -3.6036 -1.1538 4.8840
C -4.4781 -1.2645 5.9950
N -5.4182 -2.2422 5.7244
C -5.1262 -2.7438 4.5274
C -6.1769 -2.9360 6.7599
H -1.9535 -3.0116 1.4410
H -2.5579 -4.1212 2.7768
H -1.4746 -2.7252 2.9798
H -4.4225 -2.6290 1.8948
H -3.4350 -1.2056 2.2545
H -2.7476 -0.5526 4.6154
H -4.4535 -0.7643 6.9519
H -5.5997 -3.5980 4.0663
H -6.0801 -2.4696 7.7403
H -5.8148 -3.9591 6.6581
H -7.2446 -2.8418 6.5620
C 3.2171 3.3613 1.8494
C 4.2191 2.1582 2.0875
C 4.6653 1.6413 0.7323
N 5.3679 0.2219 0.8772
C 6.7662 0.3102 1.4698
C 5.4671 -0.4012 -0.5295
C 5.7095 -1.8992 -0.3516
C 5.1014 -2.1797 1.0597
C 4.5390 -0.8273 1.6120
H 2.2478 3.0171 1.4890
H 3.4928 3.9699 0.9882
H 3.0757 4.0428 2.6883
H 3.7168 1.4193 2.7117
H 4.9951 2.5802 2.7260
H 5.3292 2.2425 0.1112
H 3.7477 1.4409 0.1791
H 6.9792 -0.7571 1.5282
H 6.7434 0.8207 2.4327
H 7.3784 0.8243 0.7289
H 6.0573 0.1449 -1.2654
H 4.4477 -0.2676 -0.8915
H 6.7971 -1.8298 -0.3310
H 5.4771 -2.6430 -1.1137
H 5.8057 -2.6384 1.7538
H 4.2683 -2.8590 0.8792
H 4.6870 -0.6929 2.6835
H 3.5053 -0.7552 1.2741
N 2.5408 -6.8514 -1.1950
S 1.9886 -6.0473 -0.0853
O 0.5584 -5.9641 -0.0243
O 2.8249 -4.9680 0.5162
F 2.2100 -7.2544 1.0516
S 2.3004 -5.7412 -2.4616
O 3.1266 -4.5508 -2.4550
O 0.9559 -5.5431 -2.8823
F 2.9663 -6.7400 -3.5474

Atomic forces in eV per Å
C -0.155 -0.355 -0.278
F 0.614 1.592 -0.146
F -0.531 0.737 0.579
F -0.893 0.130 -0.546
S 2.521 1.157 -1.077
O 0.014 -0.375 1.862
O -2.139 -1.070 0.387
O 0.453 -0.859 -0.943
C 1.163 -0.300 1.275
C 0.569 -1.248 0.163
N -0.144 -1.679 1.269
C 0.348 -0.816 1.285
C -0.930 1.491 -2.363
N 1.515 -1.456 -0.291
C -0.962 2.504 -2.074
C 0.181 0.658 0.868
H -0.742 0.014 -0.153
H -0.582 0.226 -0.463
H -0.055 0.281 -0.229
H 0.084 0.376 -0.245
H 0.110 0.084 0.111
H -0.034 0.339 -0.080
H 0.257 0.043 -0.519
H 0.069 -0.373 0.514
H -0.305 -0.196 0.622
H -0.545 0.048 0.665
H -0.192 -0.056 -0.375
C 0.383 -0.203 -2.053
C 0.205 0.585 0.679
N 1.860 -0.769 -0.906
C 0.044 1.227 0.213
C 0.612 0.456 0.320
N 1.324 -0.460 0.230
C -2.600 -2.280 1.178
C -0.242 -0.761 0.852
H 0.252 -0.128 0.144
H 0.346 -0.429 0.302
H -0.445 0.360 0.080
H -0.209 0.104 -0.154
H -0.718 0.565 -0.687
H -0.026 0.333 0.369
H -0.073 0.489 -0.152
H -0.353 0.158 -0.146
H 0.495 0.379 -0.392
H -0.268 0.012 -0.081
H -0.514 0.215 0.166
C -0.895 -0.192 0.002
C -0.560 0.033 -1.584
N 4.726 0.930 1.659
C -0.117 1.591 -0.756
C -1.131 -1.849 -0.412
N -2.460 -1.217 1.203
C -0.026 0.836 -1.435
C 0.666 -0.817 0.083
H -0.019 0.154 -0.016
H 0.344 -0.049 0.120
H -0.116 0.088 -0.122
H 0.350 -0.151 0.596
H 0.509 -0.203 0.042
H -0.176 -0.253 0.539
H -0.389 0.131 -0.045
H 0.399 -0.391 0.404
H -0.876 -0.175 0.557
H 0.018 0.235 -0.515
H -0.135 0.849 -0.026
C -0.224 0.645 -0.165
C 1.648 0.278 -0.404
N -1.812 -0.690 4.711
C -2.708 -1.139 -0.010
C 1.932 0.390 -1.870
N 2.012 0.671 -0.312
C 0.783 0.725 -2.044
C -0.832 -0.152 -0.481
H -0.479 -0.586 -0.317
H 0.157 -0.030 -0.342
H -0.382 0.291 0.728
H -0.069 -0.020 0.297
H 0.152 -0.136 -0.591
H 0.011 0.271 0.439
H 0.037 -0.018 -0.187
H -0.191 0.123 0.091
H 0.721 -0.218 -0.181
H -0.485 -0.054 0.889
H 0.032 -0.350 -0.317
C 0.005 -0.596 -0.781
C -0.628 2.220 0.245
C 0.047 -2.301 0.875
N -0.088 1.176 -1.260
C -1.422 -0.454 -0.714
C -2.741 -0.020 -0.715
C 1.816 1.331 1.441
C -0.398 0.030 -0.437
C 0.961 -0.661 -0.901
H -0.191 -0.405 0.499
H 0.764 0.231 0.069
H 0.128 -0.341 0.108
H -0.066 -0.243 -0.389
H 0.458 -0.229 -0.272
H 0.081 0.208 0.444
H 0.034 -0.218 -0.217
H 0.910 0.378 0.448
H 0.024 -0.192 -0.120
H 0.150 -0.080 0.282
H 0.638 0.063 0.647
H -0.232 0.053 -0.086
H 0.376 -1.175 0.387
H -0.623 0.613 -0.118
H -0.059 -0.052 -0.140
H 0.017 -0.153 0.475
H -0.291 -0.027 -0.127
H -0.004 0.474 0.276
N 1.209 1.106 -5.780
S -0.554 0.594 9.305
O 0.113 1.152 -0.244
O -1.818 -1.632 -1.707
F 0.153 0.972 -0.726
S 1.918 -1.276 -1.752
O -0.294 -1.373 0.285
O -0.078 -0.464 0.105
F -0.491 0.985 0.586

Calculated values
Total charge = +2
Calculated total energy = -110531.858 eV
Gap between HOMO and LUMO (alpha / beta) = 2.8 / 6.3 eV
Strongest force on any atom = 9.3 eV/A
⟨S²⟩ = 0.757
2S+1 = 2